[1]
Here is a molecular structure, C18H58N2O12PS from the OMol25 dataset. Energies are from ωB97M-V with the def2-TZVPD basis set.

The geometry in XYZ format:
```
92
Properties=species:S:1:pos:R:3:lowdin_charge:R:1
N -0.781 -0.490 -3.335 -0.20
P -0.249 -1.234 -1.929 0.76
O -0.597 -0.142 -0.819 -0.34
S 1.943 -0.550 -2.449 0.81
O 1.964 0.964 -2.026 -0.64
N 2.979 1.970 -3.091 0.17
O 2.409 2.222 -4.008 0.22
H -0.709 -1.117 -4.132 0.05
H -1.756 -0.146 -3.252 0.02
H 0.033 0.498 -0.417 0.03
H 2.679 -1.161 -1.487 -0.03
C -3.267 2.948 -1.432 -0.08
C -2.589 2.243 -2.589 -0.30
O -3.127 0.940 -2.810 -0.13
H -3.168 2.359 -0.519 0.07
H -2.825 3.931 -1.265 0.08
H -4.331 3.086 -1.632 0.08
H -1.528 2.098 -2.381 0.09
H -2.669 2.840 -3.504 0.12
H -4.071 1.021 -3.026 0.06
C 5.147 -3.731 -4.928 -0.08
C 4.271 -2.648 -4.338 -0.34
O 2.909 -3.060 -4.231 -0.12
H 4.782 -4.022 -5.913 0.08
H 6.181 -3.399 -5.025 0.08
H 5.129 -4.618 -4.291 0.07
H 4.259 -1.762 -4.974 0.11
H 4.657 -2.352 -3.353 0.10
H 2.882 -3.867 -3.699 0.07
C -0.217 3.512 1.448 -0.07
C 0.231 2.174 1.987 -0.25
O 0.830 1.346 0.972 -0.11
H -0.930 3.383 0.629 0.06
H -0.682 4.097 2.239 0.08
H 0.634 4.084 1.070 0.08
H -0.603 1.588 2.369 0.10
H 0.937 2.314 2.807 0.10
H 1.603 1.809 0.632 0.08
C -6.877 -1.213 -4.994 -0.09
C -6.766 -0.453 -3.690 -0.29
O -5.783 0.587 -3.753 -0.10
H -5.917 -1.650 -5.268 0.08
H -7.613 -2.013 -4.908 0.08
H -7.195 -0.553 -5.805 0.08
H -6.439 -1.106 -2.882 0.12
H -7.732 -0.028 -3.406 0.11
H -6.038 1.207 -4.443 0.10
C 5.029 -7.365 -1.770 -0.09
C 3.850 -6.434 -1.579 -0.33
O 2.956 -6.448 -2.692 -0.09
H 5.577 -7.108 -2.678 0.07
H 5.712 -7.308 -0.922 0.08
H 4.693 -8.400 -1.861 0.08
H 4.189 -5.400 -1.494 0.10
H 3.312 -6.685 -0.659 0.11
H 2.630 -7.347 -2.801 0.08
C -2.294 -1.711 2.323 -0.09
C -2.754 -1.074 3.621 -0.31
O -2.373 0.296 3.711 -0.09
H -1.210 -1.629 2.226 0.07
H -2.572 -2.765 2.287 0.08
H -2.750 -1.212 1.464 0.07
H -2.291 -1.565 4.476 0.11
H -3.840 -1.173 3.725 0.10
H -2.790 0.760 2.978 0.07
C 3.463 4.781 5.448 -0.09
C 2.804 4.109 4.262 -0.32
O 1.497 4.634 4.004 -0.09
H 2.838 4.678 6.336 0.08
H 4.438 4.337 5.648 0.07
H 3.605 5.848 5.257 0.08
H 2.653 3.048 4.464 0.11
H 3.437 4.203 3.377 0.09
H 1.596 5.572 3.818 0.08
C 7.856 3.343 2.100 -0.09
C 6.406 3.787 2.113 -0.33
O 5.941 4.105 3.419 -0.09
H 7.995 2.479 2.750 0.08
H 8.172 3.076 1.091 0.07
H 8.509 4.143 2.455 0.08
H 5.755 2.982 1.767 0.11
H 6.267 4.642 1.441 0.11
H 6.482 4.823 3.763 0.09
C -7.300 -0.867 3.612 -0.10
C -7.873 -1.986 4.460 -0.33
O -6.859 -2.814 5.016 -0.08
H -6.686 -1.282 2.812 0.07
H -8.092 -0.261 3.168 0.07
H -6.672 -0.209 4.219 0.07
H -8.488 -2.651 3.853 0.11
H -8.509 -1.578 5.253 0.11
H -6.306 -2.274 5.589 0.08
```

## Properties
F_max = 0.9 eV Å⁻¹
Net charge = +1
Highest occupied orbital energy = -11.60 eV

[2]
Here is 11 unconnected molecules or ions with the total composition C18H58O11 at a distorted geometry from the OMol25 dataset. Energies are from ωB97M-V with the def2-TZVPD basis set.

The geometry in XYZ format:
```
87
Properties=species:S:1:pos:R:3:lowdin_charge:R:1
C 15.173 -2.025 -10.201 -0.09
C 15.350 -0.528 -10.183 -0.29
O 14.211 0.151 -10.761 -0.09
H 14.292 -2.415 -9.686 0.08
H 16.079 -2.524 -9.857 0.07
H 14.994 -2.372 -11.227 0.08
H 16.243 -0.296 -10.770 0.09
H 15.506 -0.156 -9.168 0.12
H 13.922 0.797 -10.114 0.09
C 19.117 -0.265 -16.754 -0.07
C 19.400 0.538 -15.486 -0.32
O 20.682 1.162 -15.529 -0.07
H 18.118 -0.699 -16.671 0.05
H 19.861 -1.050 -16.896 0.08
H 19.173 0.379 -17.632 0.08
H 19.364 -0.101 -14.604 0.07
H 18.602 1.287 -15.409 0.10
H 20.597 1.969 -16.044 0.08
C 20.066 -0.212 -8.354 -0.10
C 20.999 0.822 -7.828 -0.32
O 21.453 0.459 -6.512 -0.08
H 19.649 0.071 -9.324 0.07
H 19.246 -0.419 -7.666 0.08
H 20.587 -1.152 -8.553 0.07
H 20.551 1.822 -7.784 0.11
H 21.875 0.950 -8.474 0.10
H 21.319 1.193 -5.911 0.07
C 17.629 -5.384 -12.038 -0.09
C 17.418 -6.802 -11.542 -0.32
O 16.480 -6.891 -10.471 -0.08
H 17.935 -4.698 -11.243 0.07
H 16.724 -4.960 -12.479 0.08
H 18.457 -5.389 -12.755 0.06
H 18.354 -7.228 -11.183 0.11
H 17.104 -7.423 -12.392 0.11
H 15.590 -6.796 -10.820 0.08
C 22.794 -3.830 -9.649 -0.08
C 24.007 -3.176 -10.282 -0.26
O 24.034 -1.749 -10.046 -0.10
H 22.751 -3.681 -8.566 0.08
H 22.819 -4.907 -9.833 0.07
H 21.863 -3.416 -10.042 0.06
H 23.976 -3.274 -11.366 0.10
H 24.948 -3.599 -9.928 0.12
H 24.304 -1.578 -9.138 0.10
C 17.605 -4.064 -16.856 -0.08
C 16.419 -3.148 -16.713 -0.32
O 16.249 -2.500 -17.990 -0.10
H 17.453 -4.825 -17.617 0.08
H 17.843 -4.553 -15.912 0.07
H 18.473 -3.462 -17.131 0.07
H 16.568 -2.411 -15.912 0.09
H 15.474 -3.660 -16.496 0.11
H 15.443 -1.977 -17.970 0.08
C 18.284 -1.607 -12.209 -0.06
C 19.277 -2.223 -13.180 -0.28
O 20.522 -2.568 -12.562 -0.12
H 17.471 -1.242 -12.847 0.06
H 18.722 -0.676 -11.822 0.08
H 17.980 -2.251 -11.394 0.06
H 19.481 -1.537 -14.015 0.08
H 18.855 -3.116 -13.639 0.10
H 20.865 -1.758 -12.130 0.03
C 23.332 -5.792 -13.685 -0.09
C 21.879 -5.847 -13.271 -0.32
O 21.139 -4.888 -14.016 -0.09
H 23.981 -6.500 -13.167 0.07
H 23.694 -4.770 -13.542 0.06
H 23.449 -5.963 -14.758 0.08
H 21.793 -5.596 -12.204 0.10
H 21.431 -6.839 -13.382 0.11
H 20.799 -4.225 -13.400 0.02
C 15.091 1.707 -14.410 -0.08
C 15.932 0.531 -14.003 -0.36
O 15.181 -0.521 -13.451 -0.08
H 15.689 2.435 -14.976 0.07
H 14.731 2.261 -13.540 0.07
H 14.266 1.434 -15.065 0.08
H 16.735 0.847 -13.320 0.11
H 16.461 0.145 -14.881 0.09
H 14.828 -0.224 -12.597 0.04
O 21.914 -0.596 -11.377 -0.05
H 22.343 0.196 -11.716 0.07
H 22.595 -1.039 -10.830 0.02
O 23.265 -1.675 -14.102 -0.05
H 22.580 -1.172 -14.554 0.03
H 22.823 -2.020 -13.319 -0.01
```

## Properties
F_max = 1.7 eV Å⁻¹
SMILES string = CCO.CCO.CCO.CCO.CCO.CCO.CCO.CCO.CCO.O.O
Net charge = 0
Highest occupied orbital energy = -9.67 eV

[3]
Here is 11 unconnected molecules or ions with the total composition C18H58O18 at a distorted geometry from the OMol25 dataset. Energies are from ωB97M-V with the def2-TZVPD basis set.

The geometry in XYZ format:
```
94
Properties=species:S:1:pos:R:3:lowdin_charge:R:1
C 0.055 0.366 -0.959 -0.11
O 0.836 -0.636 -0.339 -0.15
H -0.066 0.098 -2.009 0.09
H -0.912 0.475 -0.467 0.07
H 0.688 1.251 -0.903 0.07
H 1.750 -0.364 -0.452 0.02
C -3.103 -1.593 -0.150 -0.16
O -3.817 -1.090 -1.211 -0.11
H -3.689 -1.454 0.758 0.08
H -2.921 -2.664 -0.230 0.09
H -2.175 -1.055 0.041 0.07
H -4.708 -1.430 -1.099 0.11
C -0.542 -3.216 -2.658 -0.07
O -0.489 -3.019 -1.223 -0.17
H -0.580 -4.288 -2.850 0.09
H -1.291 -2.644 -3.205 0.06
H 0.477 -2.902 -2.887 0.08
H -0.100 -2.160 -1.042 0.03
C 2.046 4.424 1.352 -0.07
O 1.792 3.069 0.870 -0.16
H 3.087 4.674 1.148 0.09
H 1.451 5.230 0.924 0.09
H 1.900 4.440 2.432 0.09
H 2.172 2.450 1.498 0.06
C 3.616 0.672 -1.838 -0.21
C 3.979 2.153 -1.970 -0.23
O 2.868 3.020 -1.837 -0.05
O 3.340 0.263 -0.499 -0.10
H 4.501 0.107 -2.130 0.11
H 2.873 0.380 -2.581 0.14
H 4.351 2.279 -2.986 0.12
H 4.849 2.435 -1.378 0.12
H 2.552 2.954 -0.933 0.03
H 3.944 0.695 0.109 0.10
C 4.293 -2.929 -0.989 -0.20
C 5.176 -2.455 0.217 -0.26
O 5.220 -3.353 1.271 -0.04
O 5.130 -3.865 -1.680 -0.07
H 3.947 -2.049 -1.531 0.09
H 3.411 -3.490 -0.681 0.11
H 4.807 -1.491 0.568 0.09
H 6.145 -2.177 -0.200 0.12
H 4.647 -3.025 1.968 0.09
H 5.300 -4.617 -1.108 0.08
C 0.682 -4.310 1.529 -0.24
C 0.047 -3.074 2.210 -0.21
O -1.214 -3.343 2.879 -0.06
O -0.101 -4.983 0.574 -0.06
H 0.865 -5.027 2.329 0.12
H 1.639 -4.075 1.062 0.10
H -0.113 -2.396 1.372 0.09
H 0.755 -2.624 2.906 0.09
H -1.694 -2.527 3.038 0.07
H -0.357 -4.345 -0.097 0.02
C -4.321 -1.711 -4.512 -0.21
C -3.220 -0.682 -4.739 -0.26
O -3.103 0.188 -3.637 -0.07
O -3.828 -2.806 -3.686 -0.08
H -4.604 -2.081 -5.497 0.12
H -5.191 -1.231 -4.064 0.12
H -3.410 0.008 -5.561 0.12
H -2.366 -1.303 -5.011 0.11
H -2.888 -0.360 -2.879 0.03
H -3.528 -2.428 -2.857 0.03
C -2.459 3.963 -1.088 -0.23
C -0.999 3.989 -0.640 -0.20
O -0.789 3.257 0.611 -0.11
O -3.182 4.962 -0.379 -0.05
H -2.738 2.912 -1.015 0.11
H -2.452 4.228 -2.145 0.12
H -0.631 5.010 -0.537 0.11
H -0.340 3.614 -1.423 0.11
H 0.145 3.192 0.822 0.00
H -3.183 4.675 0.537 0.03
C 1.247 0.368 2.980 -0.21
C 0.869 -0.316 4.286 -0.23
O 2.018 -0.936 4.871 -0.06
O 2.317 1.311 3.156 -0.07
H 0.368 0.816 2.516 0.12
H 1.574 -0.315 2.197 0.10
H 0.158 -1.126 4.123 0.09
H 0.324 0.363 4.943 0.13
H 1.797 -1.146 5.781 0.09
H 3.007 0.771 3.550 0.08
C -4.429 3.038 2.692 -0.19
C -3.970 1.827 1.835 -0.24
O -2.616 1.544 2.044 -0.08
O -3.644 4.176 2.348 -0.08
H -4.199 2.854 3.741 0.12
H -5.492 3.271 2.636 0.12
H -4.009 2.078 0.775 0.11
H -4.603 0.947 1.952 0.11
H -2.093 2.083 1.446 0.03
H -2.855 4.231 2.892 0.10
```

## Properties
F_max = 2.7 eV Å⁻¹
SMILES string = OCCO.OCCO.OCCO.OCCO.OCCO.OCCO.OCCO.CO.CO.CO.CO
Net charge = 0
Highest occupied orbital energy = -9.57 eV

[4]
Here is 11 unconnected molecules or ions with the total composition C18H58O20 at a distorted geometry from the OMol25 dataset. Energies are from ωB97M-V with the def2-TZVPD basis set.

The geometry in XYZ format:
```
96
Properties=species:S:1:pos:R:3:lowdin_charge:R:1
O 0.127 1.871 -1.704 -0.02
H -0.565 1.909 -1.052 0.00
H 0.096 2.764 -2.133 0.11
O -0.091 -0.592 0.277 -0.02
H 0.705 -0.112 0.021 0.02
H -0.706 0.131 0.364 0.00
C 2.510 -2.502 3.720 -0.28
C 1.604 -2.038 2.678 -0.24
O 0.700 -1.024 3.146 -0.08
O 3.409 -3.492 3.364 -0.01
H 1.874 -2.934 4.467 0.13
H 3.103 -1.655 4.121 0.14
H 0.939 -2.853 2.380 0.13
H 2.064 -1.747 1.811 0.09
H 0.605 -0.517 2.321 0.03
H 4.075 -3.114 2.851 0.06
C -1.609 2.835 0.696 -0.21
C -2.256 3.768 -0.265 -0.29
O -1.977 5.048 0.088 -0.02
O -1.865 1.467 0.401 -0.08
H -1.945 2.973 1.673 0.08
H -0.514 3.041 0.760 0.14
H -3.361 3.701 -0.347 0.14
H -1.943 3.662 -1.329 0.13
H -2.452 5.646 -0.474 0.09
H -2.820 1.303 0.424 0.13
C -1.630 2.291 4.360 -0.25
C -1.643 0.934 3.715 -0.26
O -2.917 0.719 3.269 -0.06
O -2.756 2.297 5.166 -0.05
H -1.710 3.119 3.675 0.10
H -0.687 2.504 4.891 0.13
H -1.296 0.171 4.412 0.13
H -1.096 0.720 2.784 0.10
H -3.333 1.521 3.096 0.07
H -2.857 1.442 5.661 0.13
C 0.317 0.569 -4.471 -0.28
C 0.700 -0.367 -5.606 -0.25
O 1.418 0.332 -6.567 -0.07
O -0.374 -0.162 -3.519 -0.05
H -0.237 1.380 -4.854 0.10
H 1.267 1.014 -4.002 0.12
H -0.134 -0.880 -6.129 0.14
H 1.419 -1.107 -5.150 0.12
H 2.170 0.792 -6.149 0.10
H -0.352 0.350 -2.725 0.02
C 1.887 2.913 2.454 -0.24
C 2.494 3.461 1.164 -0.26
O 2.831 4.790 1.363 -0.03
O 1.410 1.648 2.226 -0.06
H 1.166 3.602 2.832 0.12
H 2.605 2.857 3.237 0.12
H 1.812 3.324 0.356 0.10
H 3.342 2.883 0.824 0.10
H 2.591 5.295 0.574 0.10
H 2.160 1.085 2.032 0.09
C 1.575 -2.173 -1.801 -0.24
C 2.145 -3.195 -2.747 -0.32
O 3.331 -2.776 -3.136 -0.03
O 0.299 -2.675 -1.610 -0.06
H 1.501 -1.222 -2.326 0.09
H 2.050 -2.074 -0.849 0.11
H 1.554 -3.313 -3.625 0.12
H 2.201 -4.144 -2.392 0.10
H 3.376 -2.957 -4.089 0.11
H -0.101 -2.287 -0.828 0.03
C 3.635 0.494 -0.855 -0.25
C 3.706 0.698 -2.391 -0.20
O 3.471 2.080 -2.613 -0.09
O 2.354 0.585 -0.408 -0.09
H 4.069 1.333 -0.409 0.08
H 4.227 -0.422 -0.620 0.14
H 3.015 0.033 -2.841 0.08
H 4.738 0.478 -2.775 0.14
H 4.014 2.705 -2.077 0.11
H 1.900 1.188 -1.006 0.06
C -2.253 -3.508 1.783 -0.22
C -2.585 -2.039 2.248 -0.26
O -2.943 -1.997 3.566 -0.03
O -1.588 -3.516 0.569 -0.09
H -3.156 -4.147 1.678 0.13
H -1.641 -3.976 2.515 0.10
H -3.260 -1.636 1.544 0.10
H -1.673 -1.439 2.145 0.09
H -3.099 -1.072 3.755 0.05
H -1.704 -4.393 0.107 0.13
C -4.539 -2.119 -1.671 -0.26
C -3.039 -2.027 -2.001 -0.24
O -2.541 -0.961 -1.260 -0.06
O -5.149 -3.006 -2.550 -0.07
H -4.898 -1.128 -1.856 0.11
H -4.811 -2.542 -0.692 0.12
H -2.921 -1.775 -3.096 0.14
H -2.550 -2.957 -1.807 0.10
H -1.925 -1.262 -0.619 0.01
H -5.060 -3.888 -2.138 0.10
```

## Properties
F_max = 5.9 eV Å⁻¹
SMILES string = OCCO.OCCO.OCCO.OCCO.OCCO.OCCO.OCCO.OCCO.OCCO.O.O
Net charge = 0
Highest occupied orbital energy = -9.25 eV

[5]
Here is 12 unconnected molecules or ions with the total composition C18H60N6O12 at a distorted geometry from the OMol25 dataset. Energies are from ωB97M-V with the def2-TZVPD basis set.

The geometry in XYZ format:
```
96
Properties=species:S:1:pos:R:3:lowdin_charge:R:1
C 4.317 -0.555 0.187 -0.07
C 3.859 -0.802 1.576 -0.51
C 4.508 -2.077 2.126 -0.05
O 4.170 0.329 2.393 -0.08
H 4.029 -1.432 -0.391 0.07
H 5.420 -0.487 0.273 0.09
H 3.800 0.324 -0.268 0.10
H 2.733 -0.887 1.644 0.13
H 4.020 -3.005 1.771 0.08
H 4.565 -2.161 3.211 0.08
H 5.539 -2.046 1.849 0.06
H 5.139 0.502 2.406 0.11
C -3.985 1.248 2.311 -0.06
C -4.235 -0.206 2.236 -0.53
C -3.277 -1.079 1.405 -0.05
O -4.079 -0.715 3.539 -0.06
H -3.017 1.269 2.852 0.08
H -4.767 1.744 2.908 0.09
H -3.888 1.713 1.327 0.08
H -5.256 -0.425 1.830 0.15
H -2.332 -1.191 1.945 0.07
H -3.285 -0.577 0.460 0.07
H -3.565 -2.138 1.321 0.07
H -4.875 -0.711 4.079 0.09
C 3.303 0.286 -3.446 -0.05
C 2.695 -0.807 -4.298 -0.49
C 1.825 -0.204 -5.373 -0.05
O 3.684 -1.574 -5.017 -0.06
H 3.582 1.143 -4.044 0.08
H 4.184 -0.051 -2.892 0.08
H 2.483 0.567 -2.778 0.05
H 2.160 -1.428 -3.598 0.11
H 1.033 0.454 -4.928 0.09
H 1.313 -0.918 -6.021 0.08
H 2.486 0.453 -5.896 0.07
H 4.378 -1.842 -4.397 0.08
C -1.889 -3.481 -0.806 -0.06
C -3.061 -4.412 -1.093 -0.49
C -2.601 -5.814 -1.452 -0.06
O -3.937 -4.364 0.035 -0.05
H -1.464 -3.621 0.184 0.07
H -2.198 -2.447 -0.790 0.06
H -1.086 -3.661 -1.562 0.09
H -3.594 -3.996 -1.909 0.12
H -1.875 -5.885 -2.223 0.06
H -3.388 -6.508 -1.748 0.07
H -2.176 -6.248 -0.528 0.09
H -4.821 -4.551 -0.295 0.09
C -2.026 6.163 3.414 -0.05
C -0.603 5.809 3.015 -0.48
C -0.164 4.433 3.334 -0.08
O -0.381 6.006 1.599 -0.07
H -2.283 7.113 2.970 0.08
H -2.159 6.366 4.485 0.08
H -2.722 5.401 3.048 0.08
H 0.142 6.478 3.486 0.14
H 0.776 4.189 2.824 0.06
H -0.884 3.663 3.033 0.08
H 0.005 4.246 4.394 0.09
H -1.210 5.918 1.119 0.03
C -2.521 4.295 -0.719 -0.70
O -2.758 5.038 0.235 0.00
N -1.467 3.468 -0.680 0.16
N -3.283 4.209 -1.784 0.20
H -1.044 3.104 -1.537 0.05
H -0.772 3.857 -0.038 0.11
H -2.917 3.635 -2.511 0.09
H -4.048 4.791 -1.933 0.10
C 0.269 -0.239 -0.136 -0.57
O 0.371 0.003 -1.347 -0.04
N -0.413 0.694 0.653 0.19
N 0.747 -1.423 0.419 0.18
H -1.006 1.360 0.125 0.08
H -0.413 0.619 1.654 0.05
H 1.043 -2.035 -0.324 0.05
H 0.280 -1.802 1.216 0.08
C 2.436 -4.313 -1.509 -0.67
O 2.209 -3.128 -1.511 0.04
N 2.069 -5.221 -0.555 0.17
N 2.918 -4.974 -2.590 0.14
H 1.723 -5.000 0.349 0.10
H 2.160 -6.194 -0.721 0.09
H 2.513 -5.878 -2.757 0.09
H 2.846 -4.359 -3.414 0.12
O -0.038 -0.397 3.552 -0.11
H 0.648 0.309 3.806 0.04
H -0.808 -0.048 4.032 0.04
O 1.712 1.744 3.170 -0.04
H 2.652 1.501 3.046 0.04
H 1.675 2.661 2.986 -0.01
O 0.641 2.562 -2.380 -0.07
H 1.516 2.962 -2.473 0.06
H 0.863 1.656 -2.116 -0.01
O -2.016 1.145 -3.014 -0.07
H -1.522 0.728 -2.308 -0.01
H -1.331 1.158 -3.721 0.05
```

## Properties
F_max = 2.7 eV Å⁻¹
SMILES string = NC(N)=O.NC(N)=O.NC(N)=O.CC(C)O.CC(C)O.CC(C)O.CC(C)O.CC(C)O.O.O.O.O
Net charge = 0
Highest occupied orbital energy = -9.42 eV